#w
This record from the Open Molecules 2025 dataset describes a single C4H7N2P molecule. The level of theory is wB97M-V/def2-TZVPD.

```
14
C4H7N2P | the Open Molecules 2025 dataset | wB97M-V/def2-TZVPD
C 0.3349 -0.5854 0.0377
C -0.1332 0.6067 -0.1657
C 0.1900 -2.0068 -0.0581
C -0.8753 1.8506 0.0832
N 1.4141 0.1922 0.5470
N 2.6584 0.1630 -0.1135
P 4.1956 0.3374 0.4810
H -0.7611 -2.1939 0.3075
H 1.0881 -2.4525 0.5053
H 0.0771 -2.2899 -1.1455
H -0.6675 2.2705 1.0866
H -1.9699 1.4557 0.0582
H -0.8357 2.5649 -0.7389
H 2.4778 -0.1060 -1.0805
```

The calculation puts the HOMO-LUMO gap at 6.765 eV. The calculation puts the LUMO energy at -0.003 Eh. The HOMO energy is -6.8426 eV. Its total charge is 0.

***

#x
This record from the Open Molecules 2025 dataset describes a single C4H7N2P molecule. The level of theory is wB97M-V/def2-TZVPD.

```
14
C4H7N2P | the Open Molecules 2025 dataset | wB97M-V/def2-TZVPD
C -0.3700 -0.7966 1.0810
C -0.8319 -0.2849 -0.1945
C 0.2907 0.2679 -0.9523
C 0.7631 1.5800 -0.8798
N 1.8730 1.8733 -1.4983
N 2.1893 0.8588 -2.3050
P 1.2764 -0.5582 -2.1590
H 0.5935 -1.2961 0.9667
H -1.0850 -1.6832 1.4216
H -0.3104 0.1120 1.7655
H -1.6760 0.2988 -0.2152
H -1.0483 -0.9832 -0.9168
H 0.5253 2.3261 -0.1353
H 2.8416 1.2139 -3.0335
```

The calculation puts the HOMO-LUMO gap at 9.494 eV. The calculation puts the LUMO energy at 0.025 Eh. Its structure (SMILES) is CCc1cn[nH]p1. The HOMO energy is -8.8070 eV. Its total charge is 0.

***

#y
This record from the Open Molecules 2025 dataset describes a single C4H7N2P molecule. The level of theory is wB97M-V/def2-TZVPD.

```
14
C4H7N2P | the Open Molecules 2025 dataset | wB97M-V/def2-TZVPD
C -0.6176 0.0772 2.0260
C 0.2153 -0.8493 1.0090
C 0.2869 -0.1847 -0.3302
C -0.6701 -0.1521 -1.4297
N -0.3640 0.6384 -2.4254
N 0.9435 1.1010 -2.2499
P 1.7055 0.6871 -0.8367
H -0.1213 1.0331 1.8434
H -0.3720 -0.3265 2.9390
H -1.6507 0.1181 1.9754
H -0.3428 -1.8253 0.7221
H 1.3163 -1.1295 1.2090
H -1.5578 -0.6804 -1.3182
H 1.2288 1.4930 -3.1337
```

The calculation puts the HOMO-LUMO gap at 9.479 eV. The calculation puts the LUMO energy at 0.028 Eh. Its structure (SMILES) is CCc1cn[nH]p1. The HOMO energy is -8.7268 eV. Its total charge is 0.

***

Short version: #w is the least stable of them.

***

#w
This record from the Open Molecules 2025 dataset describes a 2-piece molecular cluster, H2N2O3S2 overall. The level of theory is wB97M-V/def2-TZVPD.

```
9
H2N2O3S2 | the Open Molecules 2025 dataset | wB97M-V/def2-TZVPD
N 1.1359 0.5659 -0.8826
N -2.5804 0.3388 -0.3724
O 0.7725 -1.6541 0.4116
O 2.9335 -0.5229 0.4420
O 0.8856 0.6712 1.4299
S 1.5704 -0.5273 0.2683
S 0.3851 1.5547 0.1015
H -2.6029 -0.6557 -0.0362
H -2.4997 0.2295 -1.3621
```

The calculation puts the HOMO-LUMO gap (alpha / beta) at 9.515 / 8.244 eV. The calculation puts the LUMO energy (alpha / beta) at -0.069 / -0.041 Eh. The HOMO energy (alpha / beta) is -11.3825 / -9.3628 eV. Its total charge is 0.

***

#x
This record from the Open Molecules 2025 dataset describes a single H2N2O3S2 molecule. The level of theory is wB97M-V/def2-TZVPD.

```
9
H2N2O3S2 | the Open Molecules 2025 dataset | wB97M-V/def2-TZVPD
N 0.1825 1.1688 -1.0724
N 0.3101 -2.4261 -0.1866
O -1.6246 0.0554 0.1838
O -0.6325 2.1191 1.1352
O 0.6234 -0.2019 0.9565
S -0.4622 1.0031 0.2499
S -0.2697 -1.4162 0.7625
H 0.8943 1.9254 -1.0752
H 0.9786 -2.2276 -0.9537
```

The calculation puts the HOMO-LUMO gap at 9.467 eV. The calculation puts the LUMO energy at -0.045 Eh. The HOMO energy is -10.6876 eV. Its total charge is 0.

***

Short version: #w is the least stable of them.

***

#w
This record from the Open Molecules 2025 dataset describes a single C23H23N3O3 molecule. The level of theory is wB97M-V/def2-TZVPD.

```
52
C23H23N3O3 | the Open Molecules 2025 dataset | wB97M-V/def2-TZVPD
C 5.4297 2.2365 -1.9663
C 3.9262 1.9839 -2.0124
O 3.4238 1.4526 -0.8031
C 3.6914 0.1515 -0.4670
C 4.2411 -0.7980 -1.3181
C 4.4240 -2.1000 -0.8812
C 4.0638 -2.4694 0.4000
C 3.5200 -1.5233 1.2532
C 3.3391 -0.2157 0.8408
C 2.7189 0.8126 1.7519
N 1.4006 1.1955 1.2843
C 0.2972 0.5102 1.6736
O 0.3109 -0.3220 2.5568
C -0.9448 0.9293 0.9583
C -1.3093 2.2381 0.9048
N -2.4623 2.6714 0.3204
C -2.7594 4.0873 0.3536
C -3.3849 1.8318 -0.2956
O -4.4008 2.2921 -0.8096
C -2.9992 0.4488 -0.2538
C -1.8240 -0.0082 0.3550
C -1.7885 -1.4221 0.1670
C -0.8906 -2.4297 0.5178
C -1.1840 -3.7241 0.1534
C -2.3516 -4.0361 -0.5495
C -3.2568 -3.0617 -0.9078
C -2.9690 -1.7484 -0.5484
N -3.6844 -0.6090 -0.7898
C -4.9391 -0.5548 -1.4877
H 5.7529 2.6926 -2.8979
H 5.6669 2.9067 -1.1436
H 5.9744 1.3070 -1.8194
H 3.6635 1.3384 -2.8594
H 3.3943 2.9328 -2.1302
H 4.5232 -0.5437 -2.3278
H 4.8497 -2.8263 -1.5577
H 4.2028 -3.4858 0.7341
H 3.2268 -1.7997 2.2547
H 3.3418 1.7105 1.7897
H 2.5958 0.3999 2.7548
H 1.3786 1.7259 0.4274
H -0.7044 3.0106 1.3565
H -1.9821 4.6537 -0.1613
H -3.7122 4.2327 -0.1544
H -2.8393 4.4364 1.3839
H 0.0026 -2.1962 1.0740
H -0.5030 -4.5199 0.4155
H -2.5470 -5.0650 -0.8143
H -4.1580 -3.3081 -1.4484
H -5.2703 0.4811 -1.5238
H -4.8238 -0.9352 -2.5055
H -5.6875 -1.1577 -0.9683
```

The calculation puts the HOMO-LUMO gap at 8.038 eV. The calculation puts the LUMO energy at 0.019 Eh. Its structure (SMILES) is CCOc1ccccc1CNC(=O)c1cn(C)c(=O)c2c1c1ccccc1n2C. The HOMO energy is -7.5122 eV. Its total charge is 0.

***

#x
This record from the Open Molecules 2025 dataset describes a single C23H23N3O3 molecule. The level of theory is wB97M-V/def2-TZVPD.

```
52
C23H23N3O3 | the Open Molecules 2025 dataset | wB97M-V/def2-TZVPD
C 0.0999 -0.6506 1.7447
O 1.4171 -0.2047 1.5399
C 1.9075 -0.1736 0.2599
C 1.2777 -0.8174 -0.7954
C 1.7940 -0.8052 -2.0846
C 1.0508 -1.5066 -3.1997
N -0.3551 -1.1620 -3.2554
C -1.3131 -1.7245 -2.4337
C -2.4364 -0.9558 -2.0919
C -3.4799 -1.4585 -1.3345
C -3.3883 -2.7662 -0.9043
N -4.2214 -3.5669 -0.1431
C -3.6780 -4.8220 0.0045
O -4.1478 -5.7584 0.6056
N -2.4741 -4.7886 -0.6727
C -2.2725 -3.5493 -1.2414
C -1.2341 -3.0540 -2.0003
C 2.9802 -0.1307 -2.3194
C 3.6191 0.5183 -1.2816
C 3.1045 0.5240 0.0114
O 3.8604 1.2129 0.9133
C 3.3342 1.5985 2.1670
C 2.0709 2.4173 2.0891
C 1.1936 2.4434 3.1662
C 0.0287 3.1820 3.1049
C -0.2963 3.9099 1.9651
C -1.5612 4.7125 1.9133
C 0.5856 3.8850 0.8948
C 1.7589 3.1532 0.9561
H 0.0036 -1.7283 1.5755
H -0.1216 -0.4305 2.7880
H -0.6098 -0.1169 1.1049
H 0.3597 -1.3525 -0.6140
H 1.4968 -1.2335 -4.1608
H 1.1459 -2.5886 -3.0878
H -0.4977 -0.1712 -3.3997
H -2.4838 0.0670 -2.4369
H -4.3301 -0.8427 -1.0869
H -5.1118 -3.3021 0.2396
H -1.8633 -5.5833 -0.7466
H -0.3939 -3.6815 -2.2478
H 3.4066 -0.1065 -3.3110
H 4.5405 1.0538 -1.4490
H 3.1707 0.7228 2.8056
H 4.1379 2.2021 2.6078
H 1.4267 1.8750 4.0552
H -0.6450 3.1918 3.9503
H -1.4606 5.6088 2.5259
H -1.7872 5.0194 0.8951
H -2.3992 4.1368 2.3023
H 0.3563 4.4462 -0.0002
H 2.4340 3.1519 0.1126
```

The calculation puts the HOMO-LUMO gap at 7.934 eV. The calculation puts the LUMO energy at 0.021 Eh. Its structure (SMILES) is COc1cc(CNc2ccc3[nH]c(=O)[nH]c3c2)ccc1OCc1ccc(C)cc1. The HOMO energy is -7.3613 eV. Its total charge is 0.

***

Short version: #x is the least stable of them.

***

#w
This record from the Open Molecules 2025 dataset describes a 20-piece molecular cluster, H39O20 overall. The level of theory is wB97M-V/def2-TZVPD.

```
59
H39O20 | the Open Molecules 2025 dataset | wB97M-V/def2-TZVPD
O -0.7388 2.8617 0.5130
H 1.6992 4.1399 -1.3492
O -3.5090 0.6384 3.2767
H -3.5440 0.3194 2.3321
H -3.7718 1.5025 3.2496
O -1.3463 -0.5544 2.3298
H 1.8862 -0.8075 -3.6828
H -2.0687 -0.1006 1.8795
O 1.4198 0.9672 3.7859
H 1.0804 0.3551 3.2666
H 4.3755 1.2126 1.7519
O 4.4286 0.6743 0.9307
H 0.6748 -2.3247 0.5787
H -1.1723 0.0149 3.0210
O -3.6308 0.3944 -1.7470
H -1.1019 3.3990 -0.1395
H 1.6775 1.7768 3.1871
O 0.5465 0.2122 -1.5562
H 0.5035 0.1761 -0.5874
H 1.4775 0.2205 -1.5874
O -1.3368 -1.9526 -1.5045
H -3.3098 1.0996 -2.2437
H -0.3842 0.3782 -4.7322
O -0.1356 -5.9670 1.6350
H -0.9498 -5.5797 1.1708
H 0.2445 -5.1541 1.8906
O -2.0067 -4.6448 0.3317
H -2.3578 -3.9132 0.8139
H -1.1843 -4.2543 -0.1272
O -0.2360 -2.2603 0.7859
H 2.3661 -0.5811 -0.0612
H -0.3774 -1.3033 0.9664
O 2.6310 3.9974 -1.8453
H -3.4459 -1.8624 0.9715
H -2.9591 -0.3260 -1.8119
O 2.0342 -1.3939 -0.4179
H 2.6091 -2.1309 -0.0322
H -0.5191 -2.0486 -1.1178
O 2.6144 -0.4424 -3.0835
H -1.5499 -2.8205 -1.7381
H 3.2376 0.1872 -3.5118
O 1.8015 2.7625 0.3603
H 1.7604 2.2851 -0.4204
H 0.7692 3.0219 0.5723
O 0.4150 3.7071 2.7950
H -0.2117 3.3690 3.5283
H 4.8287 1.0727 0.1534
O -3.7897 -2.2780 0.3050
H -0.0854 3.6660 1.8224
H -3.3363 -1.7436 -0.4037
O -1.0726 0.0863 -5.3266
H -1.0469 -0.8621 -5.1306
H 3.2257 3.8370 -1.0973
O 4.1271 1.8107 -2.0079
H 3.4667 2.4803 -2.0057
H 4.7901 2.0671 -2.7885
O -2.5706 0.9436 0.7836
H -2.7278 1.0921 -0.2109
H -1.7303 1.6409 0.8750
```

The calculation puts the HOMO-LUMO gap (alpha / beta) at 8.978 / 3.824 eV. The calculation puts the LUMO energy (alpha / beta) at -0.042 / -0.231 Eh. As for the expectation value of S²: 0.7570. The HOMO energy (alpha / beta) is -10.1101 / -10.1101 eV. As for the spin multiplicity: 2. Its total charge is 0.

***

#x
This record from the Open Molecules 2025 dataset describes a 20-piece molecular cluster, H39O20 overall. The level of theory is wB97M-V/def2-TZVPD.

```
59
H39O20 | the Open Molecules 2025 dataset | wB97M-V/def2-TZVPD
O 3.1342 3.9532 -0.4753
H 2.3390 -4.0743 1.9203
O -2.9459 0.1785 4.0164
H -2.8374 0.6255 3.2108
H -2.3816 -0.5604 3.9060
O -1.3423 4.6051 -0.5765
H 0.8540 -0.9779 -4.3046
H -1.6573 4.6440 -1.3883
O 2.2282 -4.7059 0.1729
H 1.7013 -5.6403 0.3015
H -3.1853 -1.6256 1.0041
O -2.6444 -2.2800 0.4942
H -0.6959 1.7090 -3.5561
H -1.1669 3.8138 -0.2532
O 3.4239 1.4827 0.1152
H 2.4751 3.2627 -0.7322
H 2.8707 4.1416 0.4919
O 1.7508 1.9403 -1.9692
H 0.7558 1.7133 -1.4463
H 1.4191 2.5795 -2.4884
O -2.5262 1.2891 -1.9188
H 3.8737 2.4058 0.2207
H 2.7226 2.8322 3.5366
O 0.8519 -0.1443 1.2951
H 1.6436 0.4000 1.2479
H 1.1998 -0.9467 1.0549
O 1.8519 -4.5811 2.6030
H 1.0037 -4.1273 2.7337
H 2.9899 4.0878 2.6831
O 0.0485 1.1607 -3.7842
H 1.3054 -4.3497 -0.1177
H 0.7343 1.1828 -3.0253
O -1.8908 4.0053 -3.5343
H -2.0278 -4.1061 1.3271
H 2.7559 1.4931 -0.7421
O -2.7650 1.6289 0.7971
H -1.9739 1.5231 0.1084
H -1.6589 1.5622 -1.3509
O 0.8942 -1.9379 -3.7855
H -3.3841 1.2624 -1.7364
H 0.9890 -1.4427 -2.9247
O 0.9833 -1.5238 4.4272
H 0.6500 -0.7126 4.6797
H 1.1674 -1.5832 3.4344
O 2.2253 -2.3707 1.0549
H 1.3335 -2.2412 0.6020
H -1.4332 3.1988 -3.8549
O -1.8185 -4.5059 0.5953
H 2.8396 -2.3103 0.2528
H -2.5473 -4.6509 -0.0201
O 2.8522 3.7118 3.5302
H -1.8299 -1.8737 0.4046
H -2.7958 3.8232 -3.3589
O -3.1236 -3.9802 -1.5728
H -2.1902 -4.3584 -1.7482
H -3.0768 -3.1590 -1.2301
O -0.4140 1.6731 -0.6730
H -0.1337 1.5203 0.2526
H -3.4211 1.3604 0.0935
```

The calculation puts the HOMO-LUMO gap (alpha / beta) at 8.992 / 2.866 eV. The calculation puts the LUMO energy (alpha / beta) at -0.044 / -0.269 Eh. As for the expectation value of S²: 0.7564. The HOMO energy (alpha / beta) is -10.1811 / -10.1811 eV. As for the spin multiplicity: 2. Its total charge is 0.

***

Short version: #x is the least stable of them.

***

#w
This record from the Open Molecules 2025 dataset describes an isolated ion of composition C8H14 and charge -1. The level of theory is wB97M-V/def2-TZVPD.

```
22
C8H14 | the Open Molecules 2025 dataset | wB97M-V/def2-TZVPD
C -2.2017 -1.8156 0.0279
C -1.8308 -0.8201 1.1012
C -0.5502 0.0125 0.9195
C 0.5839 -0.6019 0.2217
C 0.8947 -1.8775 -0.0885
C 1.9263 2.7114 -1.1352
C 1.3337 1.7631 -0.2257
C 1.5158 0.4195 -0.2596
H -3.2011 -2.2582 0.3253
H -1.4590 -2.5507 -0.4855
H -2.5827 -1.1869 -0.8192
H -1.7665 -1.2546 2.1309
H -2.8414 -0.1740 0.9470
H -0.2380 0.2721 1.9832
H -0.8991 0.9647 0.2756
H 1.8184 -2.1533 -0.4011
H 0.2844 -2.8616 -0.1158
H 2.5689 3.6000 -0.7966
H 1.0055 3.2863 -1.4387
H 2.7115 2.3542 -1.7807
H 0.5081 2.2464 0.2878
H 2.4192 -0.0759 -0.6735
```

The calculation puts the HOMO-LUMO gap (alpha / beta) at 3.501 / 6.811 eV. The calculation puts the LUMO energy (alpha / beta) at 0.150 / 0.147 Eh. As for the expectation value of S²: 0.7649. The HOMO energy (alpha / beta) is 0.5728 / -2.8125 eV. As for the spin multiplicity: 2. Its total charge is -1.

***

#x
This record from the Open Molecules 2025 dataset describes an isolated ion of composition C8H14 and charge -1. The level of theory is wB97M-V/def2-TZVPD.

```
22
C8H14 | the Open Molecules 2025 dataset | wB97M-V/def2-TZVPD
C -3.0806 0.6548 -0.0127
C -2.6239 -0.7997 0.4622
C -1.1715 -1.1058 0.2315
C -0.2919 0.0658 0.4423
C 0.5013 0.5022 1.4658
C 3.3511 0.5776 -1.5163
C 2.6288 0.1965 -0.1516
C 1.1584 -0.0474 -0.1931
H -4.1630 0.7777 0.0701
H -2.4975 1.4468 0.5964
H -2.8251 0.7469 -1.0790
H -2.6696 -0.9087 1.5683
H -3.2528 -1.5486 0.0436
H -0.9288 -1.9050 0.9272
H -1.0657 -1.5024 -0.7623
H 0.7319 1.5419 1.7202
H 1.0039 -0.1318 2.1619
H 3.1337 -0.0884 -2.4453
H 3.3242 1.7292 -1.7920
H 4.4529 0.4255 -1.2961
H 3.3331 -0.0145 0.6452
H 0.9513 -0.6125 -1.0865
```

The calculation puts the HOMO-LUMO gap (alpha / beta) at 4.505 / 5.582 eV. The calculation puts the LUMO energy (alpha / beta) at 0.148 / 0.147 Eh. As for the expectation value of S²: 0.7552. The HOMO energy (alpha / beta) is -0.4736 / -1.5878 eV. As for the spin multiplicity: 2. Its total charge is -1.

***

Short version: #x is the least stable of them.

***

#w
This record from the Open Molecules 2025 dataset describes a 2-piece molecular cluster, C6H12N3O overall. The level of theory is wB97M-V/def2-TZVPD.

```
22
C6H12N3O | the Open Molecules 2025 dataset | wB97M-V/def2-TZVPD
C 4.1319 0.9522 -0.4647
C 2.7402 -0.5279 -0.0172
C -3.0080 0.3837 1.1503
C -2.5391 0.4600 -1.3129
C -0.7941 -0.1225 0.2589
C -2.2756 -0.2724 0.0304
N 4.8611 0.0323 0.0391
N 3.9699 -0.9323 0.3409
N 0.1476 -0.9760 0.1776
O 2.8459 0.6022 -0.5077
H 4.4233 1.8369 -0.8711
H -3.9331 0.6494 0.7503
H -2.4832 1.2272 1.4460
H -3.1193 -0.2829 2.0440
H -1.8407 0.1731 -2.0851
H -3.5730 0.2896 -1.5958
H -2.2657 1.5520 -1.1239
H -0.4784 0.9208 0.2758
H -2.5633 -1.3745 0.0614
H -0.0421 -1.9472 0.3967
H 1.6427 -0.9013 0.1377
H 4.1531 -1.7424 0.8693
```

The calculation puts the HOMO-LUMO gap at 10.392 eV. The calculation puts the LUMO energy at -0.123 Eh. The HOMO energy is -13.7446 eV. Its total charge is +1.

***

#x
This record from the Open Molecules 2025 dataset describes a 2-piece molecular cluster, C6H12N3O overall. The level of theory is wB97M-V/def2-TZVPD.

```
22
C6H12N3O | the Open Molecules 2025 dataset | wB97M-V/def2-TZVPD
C 0.5562 -0.2245 0.4714
C -1.3774 0.3883 1.4077
C 1.7700 -2.0546 -0.4321
C 2.2904 0.2665 -1.0450
C -3.2374 0.9687 -0.0873
C -1.8903 1.4749 0.6229
N 0.6360 -1.5456 0.2845
N 2.7269 -1.0449 -0.5377
N 1.3324 0.6862 -0.1341
O -1.4828 -0.4449 2.1869
H 2.1203 -2.9091 0.0694
H 1.4688 -2.2100 -1.4138
H 3.1308 0.9379 -1.1406
H 1.9304 0.1274 -2.1435
H -3.2922 0.5897 -1.0400
H -3.6620 0.1790 0.5710
H -3.9181 1.7843 -0.0991
H -2.1125 2.3679 1.1906
H -1.2023 1.8722 -0.0681
H -0.0901 -2.0154 0.8186
H 3.1818 -0.8251 0.3880
H 1.1211 1.6310 0.1302
```

The calculation puts the HOMO-LUMO gap at 9.513 eV. The calculation puts the LUMO energy at -0.131 Eh. The HOMO energy is -13.0807 eV. Its total charge is +1.

***

Short version: #x is the least stable of them.